Below is 2 unconnected molecules or ions with the total composition C4H12, with properties calculated with ωB97M-V with the def2-TZVPD basis set.

Output
LUMO (eV): 1.152
Strongest force on any atom (eV/Å): 2.158

CARTESIAN COORDINATES (ANGSTROEM)
C (-1.578, -1.533, -0.521)
C (-0.378, -1.522, -1.428)
H (-1.846, -0.525, -0.188)
H (-2.451, -1.910, -1.082)
H (-1.441, -2.112, 0.450)
H (0.488, -1.354, -0.854)
H (-0.104, -2.478, -1.784)
H (-0.476, -0.839, -2.277)
C (0.515, 1.178, 1.481)
C (1.458, 1.885, 0.503)
H (0.981, 0.938, 2.405)
H (-0.288, 1.856, 1.691)
H (0.119, 0.253, 1.013)
H (1.861, 2.788, 0.873)
H (0.898, 2.176, -0.408)
H (2.242, 1.197, 0.127)

Below is a gas-phase ion, C6H10N (charge +1), with properties calculated with ωB97M-V with the def2-TZVPD basis set.

Output
LUMO (alpha / beta) (eV): -4.348 / -9.047
Charge: +1
Strongest force on any atom (eV/Å): 3.250
Multiplicity: 3

CARTESIAN COORDINATES (ANGSTROEM)
C (1.918, -0.781, -0.110)
C (0.602, -1.522, -0.243)
C (0.460, 0.780, 0.499)
C (-0.384, -0.551, 0.170)
C (0.023, 1.986, -0.338)
C (-1.808, -0.678, 0.260)
N (1.810, 0.410, 0.273)
H (2.872, -1.227, -0.330)
H (0.432, -1.846, -1.279)
H (0.562, -2.458, 0.329)
H (0.324, 1.030, 1.558)
H (-0.994, 2.282, -0.098)
H (0.101, 1.763, -1.397)
H (0.699, 2.808, -0.116)
H (-2.183, -0.268, 1.203)
H (-2.161, -1.698, 0.114)
H (-2.272, -0.030, -0.496)

Below is 5 unconnected molecules or ions with the total composition C5H18O5, with properties calculated with ωB97M-V with the def2-TZVPD basis set.

Output
LUMO (eV): 3.687
Charge: -2
Strongest force on any atom (eV/Å): 3.656

CARTESIAN COORDINATES (ANGSTROEM)
C (0.268, -2.640, -1.063)
O (-0.330, -3.938, -1.325)
H (0.816, -2.661, -0.121)
H (0.965, -2.315, -1.835)
H (-0.527, -1.907, -0.925)
C (2.155, -3.694, 6.008)
O (2.127, -5.135, 5.959)
H (2.466, -3.135, 6.891)
H (2.781, -3.306, 5.204)
H (1.193, -3.247, 5.756)
C (-2.677, 2.707, 2.696)
O (-3.547, 2.893, 3.813)
H (-1.847, 3.383, 2.901)
H (-2.304, 1.703, 2.495)
H (-3.128, 3.146, 1.806)
H (-3.093, 2.766, 4.650)
C (5.226, 2.804, -1.729)
O (4.415, 3.984, -1.440)
H (6.087, 3.143, -2.305)
H (5.683, 2.557, -0.771)
H (4.698, 1.945, -2.142)
H (4.837, 4.405, -0.687)
C (-4.369, -0.490, -5.284)
O (-4.391, -1.374, -6.369)
H (-5.332, -0.177, -4.880)
H (-3.828, -0.965, -4.466)
H (-3.856, 0.388, -5.676)
H (-4.490, -0.839, -7.160)

Below is 2 unconnected molecules or ions with the total composition C5H14N2O2, with properties calculated with ωB97M-V with the def2-TZVPD basis set.

Output
LUMO (alpha / beta) (eV): -3.288 / -8.535
Charge: +1
Strongest force on any atom (eV/Å): 1.952
Multiplicity: 2

CARTESIAN COORDINATES (ANGSTROEM)
C (-1.640, 0.502, -0.153)
C (-0.914, 1.106, -1.364)
C (-1.627, -0.994, -0.356)
N (-0.886, -1.771, 0.523)
C (0.051, -1.316, 1.515)
C (1.331, -0.712, 0.909)
N (1.655, -1.183, -0.372)
O (-2.272, -1.520, -1.232)
H (-1.240, 0.828, 0.806)
H (-2.672, 0.831, -0.123)
H (-0.590, 2.137, -1.351)
H (-0.004, 0.537, -1.589)
H (-1.582, 1.005, -2.217)
H (-0.854, -2.750, 0.283)
H (-0.390, -0.570, 2.172)
H (0.294, -2.080, 2.250)
H (2.246, -0.894, 1.509)
H (1.263, 0.392, 0.894)
H (0.930, -1.631, -0.951)
H (2.283, -0.588, -0.924)
H (1.039, 2.596, 0.450)
H (1.719, 3.420, -0.630)
O (1.861, 2.657, -0.048)